(1)
Here is a structure of composition C23H45AuN2OP2 at a distorted geometry from the Open Molecules 2025 dataset. Energies are from wB97M-V/def2-TZVPD.

```
74
Properties=species:S:1:pos:R:3:mulliken_spin:R:1
Au -0.40 0.05 -1.14 0.1043
P 0.03 -2.25 -1.27 0.1630
P 0.02 2.36 -0.98 0.1358
N 1.89 0.12 -2.17 0.0486
C 1.69 -2.35 -2.09 -0.0058
H 2.19 -3.28 -1.77 0.0002
H 1.53 -2.43 -3.18 -0.0020
C 2.59 -1.14 -1.83 0.0033
H 2.89 -1.10 -0.77 0.0119
H 3.51 -1.24 -2.44 0.0019
C 2.58 1.33 -1.68 0.0135
H 3.50 1.50 -2.28 0.0020
H 2.87 1.15 -0.64 0.0130
C 1.67 2.55 -1.80 -0.0156
H 1.51 2.76 -2.87 -0.0028
H 2.17 3.43 -1.37 0.0021
C 0.21 3.12 0.70 0.0181
C -0.99 2.89 1.62 0.0030
H -0.69 3.12 2.65 -0.0002
H -1.33 1.85 1.61 0.0027
H -1.84 3.53 1.37 0.0012
C -1.15 3.42 -1.92 -0.0175
C -2.49 3.65 -1.23 0.0001
H -3.19 4.04 -1.98 -0.0005
H -2.43 4.41 -0.44 0.0000
H -2.93 2.74 -0.81 -0.0016
C -1.14 -3.18 -2.34 -0.0190
C -2.49 -3.49 -1.68 -0.0002
H -3.20 -3.78 -2.47 -0.0004
H -2.92 -2.64 -1.15 -0.0012
H -2.44 -4.34 -0.99 0.0001
C 0.21 -3.25 0.29 0.0120
C -0.98 -3.11 1.25 0.0001
H -0.69 -3.48 2.24 0.0015
H -1.84 -3.71 0.92 0.0011
H -1.32 -2.08 1.37 0.0052
C -2.37 0.03 -0.69 0.3642
C -0.57 4.76 -2.40 0.0002
H -0.44 5.47 -1.58 0.0008
H 0.38 4.65 -2.92 -0.0001
H -1.28 5.19 -3.11 -0.0005
C -0.57 -4.45 -2.99 -0.0001
H -1.29 -4.79 -3.75 -0.0004
H 0.38 -4.28 -3.49 -0.0004
H -0.45 -5.26 -2.27 0.0008
C 0.53 -4.73 0.09 0.0097
H 0.87 -5.14 1.05 0.0000
H -0.35 -5.32 -0.21 0.0004
H 1.33 -4.91 -0.64 -0.0005
C 0.56 4.61 0.69 0.0082
H -0.31 5.24 0.47 0.0013
H 0.91 4.89 1.69 0.0000
H 1.36 4.87 -0.01 -0.0009
H 1.05 2.55 1.12 0.0117
H 1.08 -2.78 0.79 0.0030
H -1.34 2.81 -2.82 -0.0053
H -1.33 -2.45 -3.15 -0.0071
O -2.87 -0.04 0.39 0.0728
H 1.84 0.21 -3.17 0.0004
H -2.92 0.09 -1.66 0.0569
N 1.34 0.10 1.93 0.3164
C 0.95 -0.11 3.26 0.2116
C 1.85 -0.08 4.35 0.1074
C 1.38 -0.18 5.66 0.0324
C 0.01 -0.27 5.92 0.2332
C -0.89 -0.30 4.85 -0.0209
C -0.44 -0.24 3.53 0.1335
H 1.16 -0.66 1.25 -0.0296
H 2.29 0.44 1.82 -0.0178
H 2.93 0.00 4.16 -0.0017
H 2.09 -0.18 6.48 0.0040
H -0.36 -0.33 6.94 -0.0016
H -1.96 -0.37 5.06 0.0027
H -1.14 -0.25 2.69 0.0369
```

Summary:
Total charge = +2
HOMO-LUMO gap (alpha / beta) = 0.2109 / 0.1563 Ha
<S²> = 2.0288
Relative energy (zero: lowest compared OMol25 entry of this formula, charge and spin) = 0.0 kJ/mol
LUMO level (alpha / beta) = -5.5 / -9.6 eV
Highest occupied orbital energy (alpha / beta) = -11.2 / -13.9 eV
Multiplicity = 3

***

(2)
Here is a cluster of 4 separate species, C5H20N2O3 in total at a distorted geometry from the Open Molecules 2025 dataset. Energies are from wB97M-V/def2-TZVPD.

```
30
Properties=species:S:1:pos:R:3:lowdin_charge:R:1
N 1.58 -1.90 -0.43 0.0409
C 1.21 -0.87 0.57 -0.4061
C 2.00 -1.22 1.82 -0.1164
C 1.43 0.61 -0.06 -0.1558
N 0.14 1.31 0.05 -0.3021
C -0.11 1.86 1.37 -0.0920
C -0.10 2.14 -1.10 -0.1054
H 0.88 -2.52 -0.55 0.0012
H 1.82 -1.54 -1.40 0.0922
H 0.12 -0.76 1.03 0.1163
H 1.78 -2.17 2.21 0.0277
H 3.20 -1.24 1.71 0.1216
H 1.65 -0.51 2.61 0.0669
H 2.33 0.96 0.37 0.1040
H 1.55 0.44 -1.07 0.0663
H -1.09 1.53 1.74 0.0785
H -0.25 2.96 1.33 0.0762
H 0.84 1.66 2.00 0.1093
H 0.78 2.64 -1.41 0.0807
H -0.78 1.55 -1.77 0.0832
H -0.86 2.83 -0.77 0.0736
H -2.06 -2.00 2.08 0.1283
H -0.75 -2.10 2.90 -0.0337
O -1.04 -1.78 2.13 -0.0444
H -2.89 -0.10 -0.70 0.0481
H -3.66 0.24 -2.20 0.0638
O -3.70 0.22 -1.19 -0.1205
H -1.30 -1.17 -3.01 0.1081
H -1.24 -0.06 -4.17 0.0473
O -1.48 -1.03 -4.07 -0.1580
```

Summary:
HOMO-LUMO gap = 0.3084 Ha
Relative energy (zero: lowest compared OMol25 entry of this formula, charge and spin) = 378.9 kJ/mol
LUMO level = 0.2 eV
Highest occupied orbital energy = -8.2 eV
Structure (SMILES) = C[C@H](N)CN(C)C.O.O.O

***

(3)
Here is a structure of composition C22H26Br42F6N2O2P at a distorted geometry from the Open Molecules 2025 dataset. Energies are from wB97M-V/def2-TZVPD.

```
101
Properties=species:S:1:pos:R:3:lowdin_charge:R:1
C 3.81 0.31 3.68 -0.1517
C 3.57 0.07 2.12 -0.2112
C 2.25 0.81 1.70 -0.1690
C 1.05 -0.05 2.26 -0.2307
N -0.28 0.58 1.94 -0.1604
P -1.49 0.23 3.07 1.1143
N -1.61 -1.43 3.53 0.0173
C -0.80 -1.78 4.69 -0.5242
O 0.32 -2.01 4.70 0.2546
F -1.49 -1.86 5.84 0.1730
C -1.47 -2.38 2.46 -0.5274
O -1.69 -3.48 2.69 0.2539
F -1.16 -2.07 1.18 0.1131
C -1.25 1.37 4.57 -0.4596
F -0.08 1.11 5.25 0.0835
F -2.28 1.13 5.43 0.0027
C -1.25 2.92 4.19 -0.3654
F -1.83 3.66 5.20 -0.1522
F 0.01 3.37 3.94 0.0819
H 2.96 0.91 4.08 -0.0232
H 3.76 -0.66 4.23 0.0850
H 4.75 0.86 3.89 0.0436
H 4.44 0.43 1.54 0.1153
H 3.39 -1.03 1.99 0.0299
H 2.16 1.03 0.62 0.1165
H 2.19 1.77 2.29 0.1170
H 1.18 -0.06 3.37 0.0882
H 1.09 -1.08 1.82 0.1020
H -0.11 1.60 1.97 0.0464
H -2.74 0.62 2.52 0.0725
H -1.93 3.05 3.30 0.0100
C -1.14 -2.08 -2.27 -1.6196
Br -2.37 -1.85 -3.74 0.6048
Br 0.22 -3.39 -2.67 0.5627
Br -0.37 -0.40 -1.70 0.5380
H -1.71 -2.46 -1.44 -0.0463
C -2.71 4.46 -0.08 -1.5667
Br -2.26 3.00 1.12 0.7144
Br -1.12 5.27 -0.81 0.6267
Br -3.94 3.89 -1.46 0.6226
H -3.21 5.22 0.50 -0.0161
C 1.43 1.28 -5.29 -1.6224
Br 3.16 1.96 -5.80 0.5548
Br 0.61 2.45 -3.99 0.5113
Br 0.27 0.99 -6.82 0.5757
H 1.59 0.31 -4.83 -0.0422
C 1.27 -4.41 1.43 -1.6106
Br 2.91 -3.56 0.88 0.6309
Br 0.64 -5.68 0.11 0.5329
Br 1.42 -5.21 3.18 0.6163
H 0.52 -3.64 1.50 -0.0871
C -1.86 -7.91 -2.21 -1.6028
Br -0.08 -7.39 -2.78 0.5397
Br -2.66 -6.61 -1.02 0.5380
Br -3.00 -8.30 -3.72 0.5906
H -1.75 -8.83 -1.65 -0.0240
C 5.23 1.90 7.16 -1.5780
Br 5.31 2.81 8.86 0.5596
Br 3.43 1.89 6.45 0.6154
Br 6.50 2.63 5.90 0.5936
H 5.51 0.87 7.34 -0.0224
C 1.36 4.74 8.82 -1.5832
Br 1.81 3.29 10.02 0.5572
Br 2.94 5.56 8.06 0.5605
Br 0.12 4.18 7.45 0.5819
H 0.87 5.50 9.41 -0.0267
C -4.69 4.71 7.38 -1.5795
Br -3.64 5.93 8.44 0.5895
Br -5.51 5.59 5.87 0.5707
Br -3.65 3.17 6.82 0.7149
H -5.49 4.34 8.01 -0.0262
C -9.27 4.28 4.42 -1.6299
Br -8.31 3.85 2.80 0.5285
Br -9.33 6.18 4.73 0.5618
Br -11.04 3.49 4.43 0.5826
H -8.72 3.84 5.24 -0.0365
C 5.44 -1.61 -7.41 -1.6005
Br 4.37 -1.41 -9.01 0.5432
Br 6.89 -0.33 -7.37 0.5490
Br 4.39 -1.52 -5.79 0.5367
H 5.90 -2.59 -7.46 -0.0275
C -10.11 2.71 -0.60 -1.6380
Br -8.42 3.29 -1.34 0.5327
Br -11.42 2.38 -1.97 0.5852
Br -9.89 1.18 0.57 0.5359
H -10.49 3.52 0.02 -0.0343
C 0.72 -9.41 -10.03 -1.6201
Br -1.08 -9.08 -10.63 0.5715
Br 1.40 -7.95 -8.97 0.5237
Br 0.88 -11.10 -9.11 0.5699
H 1.35 -9.47 -10.92 -0.0269
C 9.36 3.09 -9.03 -1.6289
Br 10.00 2.11 -7.49 0.5466
Br 9.00 1.91 -10.52 0.5622
Br 7.84 4.20 -8.60 0.5599
H 10.16 3.75 -9.34 -0.0304
C 1.85 -3.51 -11.70 -1.6171
Br 1.90 -5.06 -10.55 0.5299
Br 0.64 -3.76 -13.18 0.5768
Br 1.48 -1.87 -10.75 0.5285
H 2.85 -3.40 -12.12 -0.0288
```

Summary:
Total charge = +1
HOMO-LUMO gap = 0.2635 Ha
LUMO level = -4.0 eV
Highest occupied orbital energy = -11.1 eV

***

Going through the records in order, we get DFT total energy values of -51863.045 -14628.437 -2997674.704 eV.